i:
Computed, not measured: C5H12 in the gas phase, with ωB97M-V/def2-TZVPD.

Calculated values
SMILES: CCCCC

```
17
Properties=species:S:1:pos:R:3:nbo_charge:R:1
C 0.242 1.622 1.568 -0.613
C -0.781 0.495 1.218 -0.392
C -0.641 0.101 -0.281 -0.403
C 0.513 -0.904 -0.497 -0.398
C 0.594 -1.354 -1.947 -0.602
H 0.141 1.962 2.600 0.211
H 0.044 2.481 0.899 0.199
H 1.297 1.309 1.310 0.202
H -1.837 0.894 1.374 0.198
H -0.678 -0.374 1.940 0.199
H -0.489 1.024 -0.849 0.197
H -1.642 -0.278 -0.633 0.202
H 1.500 -0.482 -0.190 0.196
H 0.373 -1.813 0.136 0.197
H 1.381 -2.082 -2.115 0.208
H 0.684 -0.515 -2.646 0.202
H -0.339 -1.889 -2.192 0.198
```

ii:
Computed, not measured: 2 unconnected molecules or ions with the total composition C5H12, with ωB97M-V/def2-TZVPD.

Calculated values
SMILES: C=C(C)C.C

```
17
Properties=species:S:1:pos:R:3:nbo_charge:R:1
C 0.846 2.953 1.207 -0.851
H 0.524 2.880 2.246 0.215
H 0.097 2.449 0.603 0.209
H 1.836 2.544 1.033 0.214
H 0.861 4.023 0.998 0.214
C -0.401 -2.619 -0.588 -0.642
C -0.137 -1.138 -0.440 0.030
C 0.953 -0.679 0.163 -0.418
C -1.262 -0.287 -0.930 -0.643
H -1.107 -2.929 0.186 0.217
H 0.508 -3.208 -0.467 0.215
H -0.858 -2.877 -1.544 0.209
H 1.073 0.376 0.370 0.194
H 1.812 -1.305 0.366 0.195
H -1.118 0.774 -0.738 0.212
H -2.205 -0.578 -0.461 0.213
H -1.423 -0.379 -2.006 0.218
```

Which is the most stable structure? i is the most stable.

i:
Computed, not measured: 2 unconnected molecules or ions with the total composition C6H18NO3Si, with ωB97M-V/def2-TZVPD.

Calculated values
Net charge: +1

```
29
Properties=species:S:1:pos:R:3:nbo_charge:R:1
C -2.391 1.013 0.336 -0.422
C -0.526 1.724 -1.217 -0.467
C -0.176 1.909 1.141 -0.451
C 3.252 -0.052 -0.688 -0.245
C 0.247 -2.065 2.318 -0.245
C -0.583 -2.470 -1.969 -0.222
N -0.937 1.175 0.146 -0.576
O 2.203 0.765 -0.452 -0.723
O -0.352 -1.122 1.395 -0.967
O -0.839 -1.144 -1.345 -0.958
Si -0.251 -0.513 -0.023 2.327
H -2.665 1.916 0.863 0.242
H -2.808 0.641 -0.542 0.247
H -2.424 0.274 1.170 0.227
H -0.972 1.313 -2.130 0.253
H -0.993 2.817 -1.138 0.216
H 0.500 1.857 -1.340 0.285
H 0.666 2.546 0.886 0.283
H -0.852 2.651 1.441 0.213
H 0.052 1.361 2.077 0.247
H 3.586 -0.329 0.338 0.150
H 3.956 0.647 -1.113 0.196
H 3.078 -1.023 -1.428 0.131
H 0.702 -2.855 1.874 0.194
H -0.526 -2.448 3.154 0.229
H 1.186 -1.671 2.683 0.212
H -1.336 -2.436 -2.866 0.216
H -0.835 -3.211 -1.330 0.197
H 0.354 -2.393 -2.419 0.211
```

ii:
Computed, not measured: 2 unconnected molecules or ions with the total composition C6H18NO3Si, with ωB97M-V/def2-TZVPD.

Calculated values
Net charge: +1

```
29
Properties=species:S:1:pos:R:3:nbo_charge:R:1
C -0.837 1.673 1.754 -0.432
C -1.861 0.325 -0.120 -0.452
C 0.061 1.685 -0.490 -0.460
C -1.258 -0.667 -3.952 -0.322
C 3.093 -0.527 -0.297 -0.262
C 0.390 -1.991 3.128 -0.238
N -0.635 0.846 0.526 -0.600
O -0.746 -0.233 -2.772 -0.332
O 1.968 -0.187 0.542 -0.952
O 0.216 -0.804 2.379 -0.933
Si 0.497 -0.557 0.820 1.924
H -1.882 1.516 2.162 0.236
H -0.214 1.498 2.611 0.256
H -0.763 2.698 1.494 0.224
H -2.257 -0.313 0.816 0.232
H -2.499 1.084 -0.480 0.229
H -1.660 -0.371 -1.099 0.282
H 0.260 1.030 -1.295 0.237
H -0.632 2.571 -0.879 0.242
H 1.149 2.001 -0.193 0.252
H -1.523 0.179 -4.591 0.182
H -2.244 -1.345 -3.758 0.232
H -0.524 -1.324 -4.509 0.251
H 3.909 -1.156 0.139 0.213
H 3.736 0.323 -0.622 0.215
H 2.676 -1.164 -1.161 0.196
H -0.184 -2.842 2.815 0.195
H 0.397 -1.715 4.170 0.210
H 1.366 -2.233 2.863 0.176
```

Which is the most stable structure? i is the most stable.